i:
This record from the Open Molecules 2025 dataset describes an isolated ion of composition C9H17BNO3S and charge +1. The level of theory is the ωB97M-V functional and the def2-TZVPD basis.

Properties
Charge: +1
Structure (SMILES): CC(=O)[C@H]1CCC[C@H]2S[C@@H](B(O)O)[NH2+][C@@H]12
Gap between HOMO and LUMO (hartree): 0.357
2S+1: 1
E_LUMO (eV): -2.699

XYZ file:
```
32
Properties=species:S:1:pos:R:3:nbo_charge:R:1
C 2.40783 -0.49081 -3.05771 -0.752
C 1.89752 -0.38096 -1.67953 0.638
O 2.54213 -0.66425 -0.70796 -0.580
C 0.52975 0.18552 -1.42254 -0.372
C -0.64646 -0.69359 -1.68045 -0.413
C -2.03139 0.03256 -1.40435 -0.398
C -2.11817 0.62686 0.03023 -0.412
C -0.91562 1.56497 0.20094 -0.316
S -0.72486 2.13162 1.93192 0.221
C 0.49142 0.62197 2.37089 -0.455
B -0.21245 -0.48385 3.30116 1.104
O -0.59311 -0.22788 4.52214 -0.876
O -0.31248 -1.71151 2.64094 -0.930
N 0.79773 -0.03173 1.11554 -0.611
C 0.49166 0.85598 -0.09533 -0.043
H 2.98536 0.41269 -3.43412 0.280
H 1.61716 -0.73582 -3.86352 0.249
H 3.13467 -1.37401 -2.92189 0.267
H 0.43435 0.98070 -2.27678 0.257
H -0.74603 -1.57004 -1.04667 0.210
H -0.65183 -0.99814 -2.76464 0.243
H -2.19692 0.89271 -2.17145 0.208
H -2.93619 -0.61677 -1.51786 0.240
H -3.03466 1.07398 0.18938 0.238
H -1.87463 -0.09776 0.80550 0.180
H -1.05488 2.38129 -0.41216 0.237
H 1.33632 1.01540 2.95231 0.268
H -1.13345 -0.74789 5.14569 0.537
H -0.47068 -2.51013 3.17202 0.528
H 1.81306 -0.38929 0.96419 0.504
H 0.11838 -0.92336 1.09266 0.479
H 1.05649 1.87154 0.02143 0.268
```


ii:
This record from the Open Molecules 2025 dataset describes an isolated ion of composition C9H17BNO3S and charge +1. The level of theory is the ωB97M-V functional and the def2-TZVPD basis.

Properties
Charge: +1
Gap between HOMO and LUMO (hartree): 0.195
2S+1: 1
E_LUMO (eV): -5.440

XYZ file:
```
32
Properties=species:S:1:pos:R:3:nbo_charge:R:1
B 3.91295 -0.38498 0.15330 1.075
C -1.10143 1.94566 0.61575 0.775
C -1.33851 -1.43978 -1.28801 -0.413
C -1.22933 0.09249 -1.09961 -0.380
C -0.00857 -1.91981 -0.68957 -0.434
C 2.57916 0.11017 0.93599 -0.062
C -1.08273 0.53033 0.38693 -0.419
C 0.19101 -0.08298 0.97054 -0.018
C 0.12233 -1.60230 0.84174 -0.397
C -1.64623 2.46831 1.83648 -0.752
N 1.41784 0.44014 0.39796 -0.564
O -0.49757 2.73047 -0.30775 -0.551
O 5.09771 -0.62947 0.78062 -0.852
O 3.72653 -0.20191 -1.23196 -0.917
S 1.48936 -2.53905 1.53256 -0.194
H -2.18078 -1.84160 -0.65893 0.221
H -1.29486 -1.74345 -2.32835 0.247
H -0.35978 0.54331 -1.75527 0.184
H -2.13735 0.56229 -1.43072 0.228
H 0.01517 -3.01660 -0.79915 0.249
H 0.91821 -1.61409 -1.23153 0.208
H 2.55029 0.37435 1.94683 0.206
H -1.71524 -0.05175 1.04454 0.280
H 0.27552 0.13101 2.03246 0.225
H -0.82187 -1.91036 1.26544 0.227
H -2.79973 2.23682 1.96396 0.323
H -1.45214 3.56325 1.99574 0.288
H -1.25070 1.85552 2.59564 0.289
H -0.12627 2.33383 -1.03586 0.518
H 1.41075 0.27632 -0.61096 0.396
H 5.70682 -1.05979 0.14396 0.505
H 4.40701 -0.44358 -1.85383 0.509
```


Which of them is least stable? Easy: ii.


i:
This record from the Open Molecules 2025 dataset describes a single C3H7O2P molecule. The level of theory is the ωB97M-V functional and the def2-TZVPD basis.

Properties
Structure (SMILES): C=[PH2][C@H]1O[C@@H]1O
Gap between HOMO and LUMO (hartree): 0.296
2S+1: 1
E_LUMO (eV): 0.326

XYZ file:
```
13
Properties=species:S:1:pos:R:3:nbo_charge:R:1
C -1.49672 1.70054 1.77913 -0.943
P -0.46779 1.16573 0.42714 0.748
C 0.59242 -0.18915 -0.83770 -0.151
O 1.75882 -0.80532 -0.31227 -0.488
C 0.64653 -1.61278 -0.53330 0.340
O 0.64400 -2.57324 -1.45503 -0.708
H -2.46009 1.55441 1.37836 0.190
H -1.49623 1.31537 2.81103 0.223
H 0.84200 1.63915 0.59692 -0.036
H -0.80401 2.02253 -0.57615 -0.021
H 0.60788 0.34584 -1.71846 0.191
H 0.09987 -1.84304 0.38430 0.153
H 1.53333 -2.72005 -1.94396 0.502
```


ii:
This record from the Open Molecules 2025 dataset describes a 2-piece molecular cluster, C3H7O2P overall. The level of theory is the ωB97M-V functional and the def2-TZVPD basis.

Properties
Gap between HOMO and LUMO (alpha / beta) (hartree): 0.302 / 0.302
2S+1: 1
E_LUMO (alpha / beta) (eV): -0.603 / -0.604

XYZ file:
```
13
Properties=species:S:1:pos:R:3:nbo_charge:R:1
C 0.20369 0.49152 0.32934 0.002
C 0.01963 -0.93013 0.24084 -0.105
C 1.33804 1.13252 1.16850 -0.642
O 0.69309 -0.16161 -0.84472 -0.552
O -1.70448 -0.33132 -1.98667 -1.053
P -2.48054 -1.10035 -0.79316 0.869
H -0.63422 1.21573 0.13142 0.182
H 0.76029 -1.52095 0.86032 0.195
H 0.92905 2.10886 1.68167 0.215
H 2.10773 1.48101 0.53650 0.226
H 1.86406 0.43452 1.80960 0.215
H -0.66972 -0.22706 -2.07078 0.546
H -2.42663 -2.59276 -1.06285 -0.099
```


Which of them is least stable? Easy: i.


i:
This record from the Open Molecules 2025 dataset describes a single C5H6N4O2 molecule. The level of theory is the ωB97M-V functional and the def2-TZVPD basis.

Properties
Structure (SMILES): O=C1NC[C@@H](n2ccnn2)O1
Gap between HOMO and LUMO (hartree): 0.377
2S+1: 1
E_LUMO (eV): 0.434

XYZ file:
```
17
Properties=species:S:1:pos:R:3:nbo_charge:R:1
O 3.23554 -1.11803 -0.65947 -0.564
C 2.31835 -0.52469 -0.18229 0.880
N 2.03898 0.79218 -0.24936 -0.641
C 0.86618 1.22916 0.44350 -0.262
C 0.27024 -0.14187 0.87175 0.251
N -1.02672 -0.34379 0.34331 -0.186
C -1.29602 -0.98371 -0.83428 -0.098
C -2.67625 -0.69402 -1.01449 -0.109
N -3.10985 -0.05597 0.01641 -0.234
N -2.11455 0.27062 0.77042 -0.085
O 1.25387 -1.13126 0.51018 -0.496
H 2.87583 1.43425 -0.17145 0.420
H 0.33684 1.97949 -0.17476 0.225
H 0.95276 1.90055 1.33900 0.210
H 0.07832 -0.19726 2.02206 0.216
H -0.53109 -1.56597 -1.35959 0.247
H -3.47241 -0.84967 -1.67093 0.226
```


ii:
This record from the Open Molecules 2025 dataset describes a single C5H6N4O2 molecule. The level of theory is the ωB97M-V functional and the def2-TZVPD basis.

Properties
Structure (SMILES): NC(=O)c1cn[nH]c1NC=O
Gap between HOMO and LUMO (hartree): 0.362
2S+1: 1
E_LUMO (eV): 0.721

XYZ file:
```
17
Properties=species:S:1:pos:R:3:nbo_charge:R:1
N -0.18634 -0.73413 2.83600 -0.810
C 0.31376 -0.46444 1.61607 0.664
O 1.50686 -0.53107 1.55156 -0.660
C -0.48927 -0.06126 0.49216 -0.326
C -1.86846 0.29684 0.55471 -0.002
N -2.29368 0.65624 -0.61937 -0.245
N -1.22925 0.47363 -1.48678 -0.355
C -0.09187 0.08531 -0.79162 0.380
N 1.22719 -0.06634 -1.19442 -0.622
C 1.78033 0.44082 -2.34256 0.531
O 1.05504 0.94400 -3.19082 -0.611
H -1.17258 -0.78156 3.04180 0.390
H 0.50385 -1.04555 3.49522 0.411
H -2.52376 0.23387 1.44306 0.208
H -1.23859 0.67429 -2.48163 0.444
H 1.84755 -0.42357 -0.43371 0.458
H 2.85922 0.30294 -2.48969 0.145
```


Which of them is least stable? Easy: i.